Density functional theory data (wB97M-V/def2-TZVPD) for a 6-piece molecular cluster, C16H34FNO9S3 overall at a distorted geometry.

Properties
LUMO ... -1.05 eV
HOMO ... -0.34916 Ha
Orbital gap ... 0.311 Eh
Max |F| ... 11.36 eV/Å

Element x y z (Å)
N -4.27281 -34.60914 26.46235
H -3.27792 -34.33831 26.08728
H -4.50832 -35.66934 26.53713
H -4.76868 -34.27029 25.80197
H -4.48502 -34.14976 27.22400
F -2.25463 -35.44724 28.16098
C -1.85712 -39.21573 31.12695
C -0.63157 -38.52000 30.59865
C -0.81909 -37.02388 30.75945
O -0.04093 -36.62597 31.87067
C 0.82540 -37.66529 32.06113
O 1.73075 -37.41413 32.71483
O 0.53452 -38.70033 31.44416
H -1.72988 -40.37474 31.15879
H -2.81283 -38.67586 30.76976
H -1.94390 -38.68748 32.23256
H -0.49431 -38.73277 29.61492
H -1.80736 -36.67780 30.44347
H -0.36792 -36.50142 29.87972
C -6.44683 -36.48752 29.07442
C -5.10804 -36.56494 29.92515
C -5.41262 -37.75930 30.96919
S -7.18940 -37.80579 31.27170
O -7.33319 -37.47332 32.70184
O -7.72630 -38.97086 30.80532
C -7.59542 -36.48221 30.22313
H -6.51217 -37.06105 28.34470
H -6.42431 -35.67413 28.56872
H -4.86313 -35.74538 30.42337
H -4.16016 -36.64317 29.19929
H -4.79496 -37.52364 31.69402
H -5.08986 -38.71868 30.56822
H -7.49164 -35.64659 30.99069
H -8.60908 -36.40725 29.88675
C 2.44331 -32.66033 30.41341
C 1.60845 -33.04401 29.12706
C 0.25144 -33.46433 29.67877
S -0.19434 -32.10740 30.66982
O -0.92340 -32.61536 31.77665
O -0.67576 -30.99973 29.82017
C 1.50090 -31.62431 31.11509
H 3.42928 -32.12027 30.11614
H 2.49552 -33.78671 30.93041
H 2.06916 -33.88910 28.67110
H 1.60553 -32.25513 28.56449
H 0.37194 -34.32458 30.17744
H -0.55084 -33.62962 28.91092
H 1.59333 -31.40511 32.22715
H 1.65133 -30.75053 30.52136
C 1.11221 -36.68836 26.13105
C 1.15033 -35.12785 25.65008
C -0.24600 -34.93186 25.35634
S -0.97202 -36.44784 24.71682
O -0.73975 -36.29371 23.31045
O -2.29507 -36.66285 25.16478
C 0.21718 -37.55788 25.30224
H 0.47951 -36.65918 27.15757
H 2.02805 -36.95693 26.50483
H 1.74215 -35.20168 24.62334
H 1.36831 -34.26592 26.26923
H -0.44774 -34.19022 24.73568
H -0.70340 -34.79276 26.26644
H 0.87896 -37.87702 24.55902
H -0.19167 -38.35706 25.89871

Forces on atoms 1 to 3 (eV/Å):
6.53 -6.44 -1.20
-1.50 -1.74 1.91
1.61 2.17 0.08